Molecular formula: C47H47F3LaN8O4P
Method: DFT, ωB97M-V with the def2-TZVPD basis set

```
111
Properties=species:S:1:pos:R:3:forces:R:3:mulliken_charge:R:1
La -1.39441 0.64309 -1.02826 0.651 0.275 0.923 1.25
C -5.40167 -1.35736 -1.54220 1.501 1.294 -1.848 -1.19
C -4.63180 -1.74056 -2.85364 -0.786 -0.407 -0.286 1.64
C -5.06268 -2.85261 -3.63871 -0.442 1.139 2.780 -0.65
C -4.35938 -3.29192 -4.70931 0.697 1.027 -0.741 -0.93
C -3.25263 -2.53759 -5.11844 0.466 1.252 -0.475 -0.85
C -2.87012 -1.30673 -4.49524 -0.594 -0.766 -1.100 0.96
C -1.85323 -0.30884 -5.07895 -0.213 -1.539 -1.113 -1.31
C -3.57108 -0.95710 -3.36537 -0.574 0.635 1.798 -0.88
N -3.24355 0.28075 -2.67970 -0.028 -0.961 0.309 0.56
C -4.04801 1.26968 -3.07235 -1.758 -1.551 -3.116 -0.03
O -4.88914 1.14576 -4.01904 1.212 0.788 1.798 -0.74
C -3.88502 2.54589 -2.40774 0.466 4.139 0.945 0.11
C -4.42349 3.77978 -2.90272 -0.090 -2.041 0.469 -0.55
C -4.29528 4.99175 -2.17471 0.186 -1.979 -1.637 -0.90
C -3.49442 4.91280 -1.07983 0.425 -1.446 1.172 -0.63
C -2.94811 3.68025 -0.61604 -0.173 1.394 -0.596 0.30
N -3.11026 2.57693 -1.29237 -0.659 -1.309 -0.880 0.29
C -2.19279 3.57776 0.69875 0.212 -0.885 -0.197 -0.41
O -2.22958 4.52069 1.46158 -0.163 1.063 0.486 -0.70
N -1.59793 2.38162 0.93894 -0.785 -0.239 -2.289 0.83
C -1.14524 2.23687 2.23460 1.631 1.576 0.789 -1.48
C -1.95572 1.66786 3.19860 -0.803 -0.433 -0.971 1.80
C -3.24762 0.94420 2.81114 1.760 1.092 -1.354 -1.40
C -1.57403 1.67004 4.51739 1.863 0.465 0.110 -1.09
C -0.32603 2.17569 4.85879 0.377 0.282 -1.072 -0.99
C 0.51436 2.74177 3.87105 0.852 -0.060 2.479 -0.74
C 0.12004 2.83979 2.58452 -1.384 -0.076 -1.476 2.34
C 0.94035 3.59829 1.57275 1.552 -0.883 -0.677 -1.41
H -6.24042 -2.01901 -1.43653 -0.256 -0.262 0.472 0.42
H -5.73345 -0.29588 -1.61138 -0.099 -0.764 -0.107 0.29
H -4.67559 -1.32983 -0.71957 -0.490 -0.458 0.156 0.16
H -5.97362 -3.37454 -3.32547 0.290 0.137 -0.076 0.37
H -4.84207 -4.05876 -5.27979 0.517 -0.541 -0.507 0.47
H -2.76006 -2.75123 -6.06225 0.022 -0.273 0.088 0.42
H -0.90414 -0.56334 -4.61532 0.406 0.311 -0.100 0.20
H -1.76188 -0.51546 -6.18383 0.046 0.243 1.084 0.42
H -2.06181 0.75941 -4.95103 -0.253 -0.503 0.215 0.24
H -4.95856 3.60050 -3.83189 -0.196 0.629 0.125 0.53
H -4.76011 5.89450 -2.55103 0.161 0.037 0.195 0.44
H -3.28378 5.73029 -0.47395 0.235 1.452 0.980 0.67
H -3.86896 0.99950 3.64685 -1.500 0.072 1.082 0.62
H -2.94215 -0.08443 2.68961 -0.295 -0.566 -0.414 0.07
H -3.68859 1.36773 1.87511 0.190 -0.512 0.919 0.07
H -2.20893 1.24203 5.23807 -0.701 -0.428 0.954 0.50
H 0.07883 2.19373 5.84281 -0.176 -0.190 0.833 0.54
H 1.50102 3.15169 4.22158 -1.044 -0.319 -0.526 0.27
H 1.83123 4.10206 2.01219 -0.806 -0.195 0.062 0.40
H 0.41705 4.30043 0.93813 -0.471 0.253 0.280 0.29
H 1.41545 2.90089 0.83614 -0.410 0.139 0.430 0.08
C -2.87204 -4.85828 1.28762 0.084 0.802 -0.077 -1.12
N -2.68246 -3.88769 0.18533 -0.272 -0.947 0.534 0.38
C -3.00466 -4.36720 -1.13368 -0.636 -0.961 -1.936 -1.19
C -2.16030 -2.65961 0.33746 1.043 -0.196 1.148 0.38
N -2.16400 -1.75059 -0.56207 -0.767 0.614 -0.958 0.11
N -1.52151 -2.48632 1.60139 0.432 1.015 -0.594 0.02
C -0.64401 -1.44188 1.99982 -0.896 -0.062 -1.109 -0.19
N -0.09598 -1.66786 3.19870 -0.441 -1.596 1.769 -0.20
N -0.36840 -0.38560 1.32574 -0.572 -0.510 -0.380 0.97
H -3.48535 -4.42527 2.13677 0.766 -0.633 -1.021 0.31
H -1.91051 -5.28645 1.62333 -0.257 0.380 0.190 0.37
H -3.36016 -5.67830 0.78700 -0.559 -0.282 0.431 0.42
H -2.85721 -5.48994 -1.25723 0.449 1.484 0.357 0.43
H -2.50170 -3.80192 -1.95105 0.275 -0.633 0.760 0.29
H -4.04854 -4.25262 -1.45121 -0.190 0.241 0.633 0.40
H -2.80275 -1.94696 -1.37649 0.876 -0.114 1.119 -0.71
H -1.21509 -3.30338 2.09184 -0.401 -0.659 -0.273 0.28
H 0.65919 -1.09708 3.49516 0.584 0.515 0.213 -0.09
H -0.40218 -2.36513 3.89691 0.106 0.766 -1.062 0.22
H 0.12728 0.20366 1.98705 0.278 0.567 -0.455 -0.80
C 2.88513 -1.85367 4.61596 -0.740 -2.297 0.558 -0.64
C 2.80663 -0.48498 4.49259 0.922 0.214 1.540 -0.83
C 3.22470 0.13662 3.35319 -0.655 -0.700 -0.469 -0.97
C 3.41331 -0.60714 2.18617 0.983 1.552 0.041 0.34
C 3.36277 -1.96254 2.25181 -0.906 -1.964 0.424 -0.28
C 3.12097 -2.62266 3.49875 0.545 2.724 -1.720 -0.77
P 3.65200 0.31736 0.62415 -0.117 0.144 -0.886 1.37
C 4.67568 -0.86570 -0.35700 1.792 -0.106 0.739 0.72
C 6.10598 -1.00714 -0.15258 -1.680 0.795 0.610 -0.43
C 6.80272 -2.07332 -0.67889 -1.148 -1.084 -0.738 -0.79
C 6.02634 -3.02040 -1.39947 0.419 0.036 0.362 -0.45
C 4.66344 -2.91296 -1.59129 0.588 -0.048 -0.371 -0.91
C 4.00621 -1.79906 -1.12379 -1.615 0.658 0.090 -0.10
C 4.78568 1.74505 0.96574 -0.072 -1.714 0.531 0.15
C 4.51151 2.83628 0.21589 1.100 1.638 -0.324 -0.64
C 5.25339 4.00338 0.28283 0.090 0.386 0.136 -0.80
C 6.25083 4.08768 1.22170 -0.017 -0.188 0.188 -0.40
C 6.59676 2.99316 1.97946 0.621 -0.739 0.848 -0.79
C 5.86308 1.80452 1.81986 0.457 1.989 0.518 -0.22
H 2.68539 -2.46901 5.53609 0.155 1.307 -0.631 0.29
H 2.64305 0.08359 5.38691 -0.232 0.407 0.241 0.43
H 3.33492 1.18169 3.36276 -0.019 1.282 -0.178 0.60
H 3.37782 -2.50089 1.29831 0.382 -0.202 0.546 0.44
H 3.16271 -3.65042 3.57410 0.005 -2.061 -0.004 0.59
H 6.51056 -0.23728 0.51143 0.441 -0.456 -0.387 0.26
H 7.85364 -2.34366 -0.55333 -0.261 0.716 0.167 0.39
H 6.50566 -3.89561 -1.79425 0.332 -0.269 -0.115 0.36
H 4.11689 -3.66838 -2.13909 0.085 -0.044 -0.076 0.47
H 2.92945 -1.63738 -1.37506 0.929 -0.264 0.497 0.36
H 3.67707 2.80967 -0.36629 -2.175 -0.028 -1.885 0.55
H 5.10140 4.91797 -0.28975 -0.627 -0.486 -0.102 0.36
H 6.61721 5.05179 1.45410 0.920 0.762 -0.022 0.41
H 7.42977 3.07386 2.73944 -1.207 -0.215 -0.868 0.32
H 5.96343 1.11648 2.58579 0.577 -1.912 1.018 0.53
F 3.37321 0.04867 -2.99123 -0.881 -0.170 -0.363 -0.15
C 2.27381 0.44359 -3.67421 -0.631 -0.195 0.155 0.52
F 1.95106 -0.49545 -4.61816 0.538 0.332 0.615 -0.28
F 2.61505 1.53406 -4.28802 0.238 1.384 -0.990 -0.28
C 0.99339 0.60625 -2.77397 0.615 1.066 -1.403 0.88
O 0.84394 -0.39522 -2.10755 -0.964 -2.015 2.051 -0.66
O 0.19286 1.58081 -2.83737 0.737 -0.134 -0.010 -0.86
```
Positions in Å, forces in eV/Å.

Its relative energy (zero: lowest compared OMol25 entry of this formula, charge and spin) is 62.9 kcal per mole.

Molecular formula: C52H92ClN12P
Method: DFT, ωB97M-V with the def2-TZVPD basis set

```
158
Properties=species:S:1:pos:R:3:forces:R:3:mulliken_charge:R:1
Cl 0.62392 6.70276 -3.58591 -0.025 0.945 0.037 -0.46
P 0.83019 4.64105 -4.29000 0.123 -2.629 -0.222 0.31
C 1.05747 2.79236 -4.74153 1.186 -0.593 1.033 -1.09
C 1.24537 2.02359 -3.33733 -1.802 -0.331 -0.547 -0.28
C 1.07093 0.46789 -3.51604 0.600 0.026 -0.710 -0.75
C 1.88310 -0.41211 -2.49938 -1.706 -0.762 -0.873 -0.67
N 1.88726 0.08701 -1.11322 2.076 -0.575 -0.588 0.61
C 0.93651 0.74462 -0.36313 1.509 0.143 2.828 -0.50
C 1.50699 0.94333 0.98020 1.203 -1.471 -2.579 -0.89
C 2.86564 0.33618 0.92414 -0.901 -0.376 -2.153 -0.64
C 3.07612 -0.18150 -0.42168 -1.957 1.806 3.387 -0.49
H 1.58046 5.06456 -5.42039 -0.405 0.316 0.514 0.04
H -0.58507 4.51690 -4.41629 0.622 0.519 0.166 0.06
H 1.43457 4.35938 -3.02285 -0.291 0.551 -0.627 0.11
H 2.02783 2.65209 -5.29820 -0.962 0.163 0.275 0.46
H 0.21508 2.37960 -5.35318 0.620 0.279 0.606 0.40
H 2.23180 2.24454 -2.86096 -0.764 0.040 -0.497 0.39
H 0.37925 2.37077 -2.67090 1.593 -0.352 -0.692 0.26
H -0.01162 0.15349 -3.55646 1.002 0.527 0.298 0.28
H 1.47216 0.21674 -4.54382 -0.362 0.068 1.024 0.36
H 2.92518 -0.60493 -2.87415 -0.899 0.639 0.700 0.39
H 1.38927 -1.43069 -2.48677 0.529 0.905 -0.039 0.20
H -0.06491 1.04234 -0.72636 0.999 -0.346 0.037 0.56
H 1.04653 1.41154 1.86960 0.259 -0.428 -0.938 0.51
H 3.64654 0.22799 1.70338 -0.894 0.368 -0.460 0.38
H 3.97476 -0.68272 -0.82632 -1.070 0.489 0.027 0.45
C -2.51379 -2.79228 2.36694 -0.170 0.023 0.058 -1.39
C -1.24499 -2.87918 1.53630 -0.310 -0.016 -0.106 0.17
C 0.03252 -2.80223 2.37409 -0.061 0.572 -0.003 0.50
C 0.08939 -1.50760 3.09900 0.194 -0.578 -0.199 -0.03
N 0.13081 -0.50090 3.64954 -0.030 -0.046 0.080 -0.67
H -2.59285 -1.83638 2.89012 0.085 -0.054 0.045 0.42
H -3.38968 -2.88292 1.72256 0.035 -0.071 0.053 0.37
H -2.55463 -3.59295 3.11025 -0.061 0.069 0.005 0.32
H -1.24854 -2.07346 0.79658 0.168 -0.065 -0.001 0.24
H -1.25184 -3.82291 0.98521 0.174 0.047 0.002 -0.17
H 0.90843 -2.88590 1.72659 0.023 0.092 0.088 -0.29
H 0.06631 -3.61926 3.09981 -0.027 0.078 0.050 0.42
C -3.72960 2.66886 0.73101 -0.078 0.011 -0.079 -0.81
C -4.66311 2.42420 -0.44966 0.147 0.106 0.241 -0.15
C -4.04647 1.51184 -1.51373 0.316 0.490 -0.094 -0.66
C -2.80795 2.12799 -2.05774 -0.397 -0.518 0.022 0.17
N -1.84668 2.60076 -2.47447 -0.286 0.043 0.064 -0.40
H -2.81445 3.18181 0.42138 0.016 -0.091 -0.050 0.35
H -4.21722 3.29649 1.47446 -0.059 -0.142 -0.055 0.16
H -3.45042 1.72689 1.21163 0.024 0.067 0.034 0.23
H -4.93024 3.38584 -0.89574 -0.072 -0.117 -0.062 0.32
H -5.58610 1.97325 -0.08688 0.055 0.016 -0.154 0.00
H -4.75215 1.35434 -2.33163 0.148 -0.019 -0.054 0.40
H -3.80064 0.53685 -1.08650 0.096 0.042 -0.062 0.27
C -3.51153 -7.20881 -2.74468 -0.030 -0.006 -0.016 -1.33
C -2.26093 -6.34778 -2.62316 -0.161 0.015 -0.360 -0.45
C -2.00493 -5.86592 -1.19406 -0.410 0.366 -0.118 0.18
C -3.14180 -5.03569 -0.71620 0.219 -0.072 0.175 0.19
N -4.02763 -4.39398 -0.35327 0.370 -0.264 -0.241 -0.54
H -4.41224 -6.65027 -2.47803 0.049 0.002 0.048 0.44
H -3.63616 -7.55367 -3.77255 0.039 -0.045 0.068 0.36
H -3.44635 -8.08705 -2.09740 0.011 0.017 -0.063 0.29
H -2.35625 -5.48768 -3.29289 0.041 0.058 0.136 0.37
H -1.39910 -6.92407 -2.96098 -0.159 0.243 0.121 0.20
H -1.09201 -5.26669 -1.15723 -0.066 0.030 0.125 0.13
H -1.87919 -6.71713 -0.52059 -0.063 0.056 0.024 0.25
C 5.56943 -3.13982 -0.26781 0.005 0.042 -0.031 -1.47
C 5.24856 -3.62285 1.14210 0.264 0.241 -0.164 0.06
C 4.41315 -4.90534 1.15392 -0.378 0.413 -0.181 -0.43
C 3.11662 -4.66710 0.46983 0.430 -0.390 0.299 0.23
N 2.11396 -4.48256 -0.05970 -0.018 0.004 0.013 -0.41
H 4.66275 -2.88554 -0.82154 0.006 -0.093 0.023 0.26
H 6.18901 -2.24190 -0.22942 0.006 -0.066 -0.010 0.41
H 6.11308 -3.90395 -0.82991 -0.015 0.049 0.005 0.39
H 4.71758 -2.83051 1.67682 0.001 -0.089 0.020 -0.02
H 6.18275 -3.80194 1.67882 -0.132 -0.088 0.087 0.40
H 4.22102 -5.21772 2.18145 -0.051 -0.101 -0.108 0.24
H 4.94358 -5.71430 0.64680 -0.105 0.011 -0.025 0.39
C -6.32456 1.38660 4.44715 -0.036 0.004 -0.046 -0.93
C -7.80474 1.12241 4.19676 0.239 0.027 0.306 -0.49
C -8.11127 0.79232 2.73361 0.100 0.570 -0.066 -0.34
C -7.72396 1.92976 1.85616 -0.239 -0.523 0.111 0.29
N -7.42866 2.80921 1.17735 -0.122 -0.100 0.197 -0.51
H -5.97006 2.25432 3.88997 0.009 -0.064 0.026 0.29
H -6.14833 1.58815 5.50496 0.032 -0.026 -0.058 0.33
H -5.71834 0.52272 4.16045 -0.004 0.036 0.031 0.24
H -8.37997 1.99951 4.50583 -0.067 -0.082 -0.085 0.31
H -8.12921 0.28812 4.82432 -0.108 -0.001 -0.127 0.33
H -9.17810 0.59778 2.60724 0.060 0.045 -0.145 0.29
H -7.56459 -0.09995 2.42012 0.023 0.086 -0.062 0.27
C 2.46619 -4.03932 6.66556 0.014 -0.002 0.035 -1.33
C 2.58772 -3.03141 5.52771 -0.172 -0.045 0.328 -0.33
C 3.20373 -3.63394 4.26203 0.660 -0.005 0.422 0.41
C 4.58559 -4.13306 4.55243 -0.750 0.211 -0.386 0.02
N 5.64527 -4.51531 4.77947 -0.108 0.033 -0.045 -0.56
H 3.44422 -4.40781 6.98312 -0.028 -0.019 -0.064 0.35
H 1.99687 -3.57524 7.53447 -0.020 -0.041 -0.059 0.39
H 1.85613 -4.89622 6.36711 0.025 0.021 0.041 0.31
H 3.19154 -2.18525 5.86520 -0.034 0.001 -0.152 0.34
H 1.59523 -2.64190 5.28875 0.109 0.051 -0.116 0.14
H 3.25506 -2.87847 3.47471 0.086 -0.079 -0.013 -0.01
H 2.59250 -4.46293 3.89623 0.104 -0.038 0.019 0.29
C -3.72529 7.44278 2.86917 -0.021 0.055 0.011 -1.16
C -2.40144 6.90058 3.39731 -0.184 0.281 -0.005 -0.49
C -2.13183 5.45836 2.95996 -0.413 -0.120 0.363 -0.35
C -3.20072 4.56161 3.47124 0.618 0.208 -0.205 0.30
N -4.02670 3.87299 3.87296 0.044 0.162 0.084 -0.44
H -4.57473 6.87427 3.25376 0.055 -0.036 -0.050 0.35
H -3.86185 8.48012 3.18021 0.012 -0.034 -0.055 0.34
H -3.75499 7.40892 1.77702 -0.026 0.003 0.049 0.30
H -2.40272 6.96146 4.48897 0.090 -0.077 -0.053 0.30
H -1.58811 7.53754 3.04119 0.048 -0.131 0.020 0.32
H -1.17008 5.11989 3.34964 -0.090 -0.125 -0.040 0.33
H -2.09932 5.38749 1.87033 -0.059 -0.080 0.046 0.22
C 6.53183 6.17801 -6.05177 0.053 0.017 -0.053 -1.18
C 5.24565 6.96174 -5.81291 0.258 -0.095 -0.211 -0.44
C 4.72126 6.82281 -4.38051 -0.133 -0.437 -0.223 0.05
C 4.42338 5.39745 -4.08854 0.018 0.646 0.209 -0.12
N 4.19276 4.29438 -3.86459 -0.016 0.053 -0.118 -0.37
H 6.37970 5.10517 -5.91574 -0.018 0.052 0.060 0.35
H 6.88388 6.32852 -7.07389 0.018 0.016 0.063 0.35
H 7.32146 6.50297 -5.36929 -0.020 -0.031 -0.039 0.29
H 4.48508 6.61976 -6.52013 -0.057 0.093 0.104 0.31
H 5.42959 8.01835 -6.02499 -0.107 -0.008 0.070 0.28
H 3.80882 7.41064 -4.25533 -0.049 -0.170 0.128 0.31
H 5.46126 7.18741 -3.66375 -0.020 -0.126 0.028 0.21
C 5.69523 10.28421 -1.60226 0.000 0.007 0.041 -1.07
C 5.77027 11.30696 -2.73088 -0.144 -0.030 0.315 -0.51
C 6.32565 10.71904 -4.03105 0.507 0.044 0.345 0.04
C 7.70603 10.21347 -3.80860 -0.502 0.084 -0.396 0.27
N 8.77168 9.82137 -3.63525 -0.112 0.037 0.035 -0.47
H 6.68475 9.90755 -1.33458 -0.029 -0.008 -0.071 0.36
H 5.26791 10.73793 -0.70654 -0.023 -0.054 -0.050 0.34
H 5.06805 9.43404 -1.88437 0.017 0.027 0.042 0.21
H 6.39316 12.14573 -2.40915 -0.020 -0.012 -0.134 0.31
H 4.76949 11.70343 -2.91903 0.076 0.009 -0.111 0.32
H 6.34624 11.48349 -4.80985 0.100 -0.118 -0.035 0.32
H 5.69561 9.89748 -4.37964 0.091 -0.014 0.004 -0.13
C 2.80999 -7.49730 -2.89281 0.048 0.035 0.000 -1.19
C 2.48089 -8.00996 -1.49513 0.112 0.262 -0.127 0.00
C 1.65793 -9.30236 -1.51138 -0.367 0.374 -0.174 -0.52
C 0.36244 -9.07346 -2.20330 0.410 -0.388 0.290 0.23
N -0.63736 -8.89388 -2.74091 0.309 -0.313 0.110 -0.44
H 1.90653 -7.24128 -3.45033 0.018 -0.060 0.024 0.30
H 3.41985 -6.59417 -2.83174 -0.016 -0.049 -0.010 0.31
H 3.36632 -8.24518 -3.46409 -0.032 0.045 -0.004 0.34
H 1.93743 -7.23236 -0.95114 0.014 -0.100 0.039 0.03
H 3.41293 -8.18975 -0.95292 -0.094 -0.095 0.053 0.28
H 1.45994 -9.63487 -0.49072 -0.104 -0.057 -0.096 0.28
H 2.20056 -10.09754 -2.02701 -0.113 0.010 -0.032 0.34
C -6.18129 -5.78473 1.75052 -0.018 -0.062 0.057 -0.91
C -6.96429 -6.23031 2.98097 0.112 -0.138 -0.325 -0.53
C -7.29052 -5.07345 3.92928 0.577 -0.049 0.126 -0.40
C -6.03496 -4.44523 4.41947 -0.611 -0.034 -0.044 0.26
N -5.06334 -3.96155 4.79602 -0.065 -0.092 -0.059 -0.44
H -5.20986 -5.36719 2.02108 -0.077 0.058 -0.021 0.18
H -5.99594 -6.63378 1.09012 -0.027 0.068 -0.014 0.34
H -6.73370 -5.02989 1.18573 0.096 -0.018 -0.011 0.30
H -6.38788 -6.99234 3.51278 -0.104 0.056 0.080 0.30
H -7.89736 -6.70006 2.65918 -0.023 0.049 0.140 0.33
H -7.86129 -5.43777 4.78552 0.067 0.132 0.034 0.31
H -7.89107 -4.31727 3.41913 0.086 0.030 0.044 0.25
```
Positions in Å, forces in eV/Å.

The value obtained for the total energy is -3495.04459 a.u. Its SMILES is Cl[PH3]CCCCn1cccc1.CCCC#N.CCCC#N.CCCC#N.CCCC#N.CCCC#N.CCCC#N.CCCC#N.CCCC#N.CCCC#N.CCCC#N.CCCC#N.

Molecular formula: C3H2O2
Method: DFT, ωB97M-V with the def2-TZVPD basis set

```
7
Properties=species:S:1:pos:R:3:forces:R:3:mulliken_charge:R:1
C 0.43780 0.37081 -0.09291 -4.414 2.466 -0.314 -0.49
C 1.66478 0.02015 0.09601 2.385 0.266 -0.656 0.81
C -1.97454 -0.17507 0.03549 -0.546 -0.649 -0.079 -0.29
O -0.72430 -0.49288 0.09348 2.148 -0.729 0.022 -0.10
O 2.83130 0.01149 0.04500 -0.901 -0.619 0.559 -0.33
H 0.28460 1.51528 -0.34621 0.123 -2.608 0.579 0.27
H -2.51963 -1.24978 0.16913 1.204 1.872 -0.111 0.13
```
Positions in Å, forces in eV/Å.

Its relative energy (zero: lowest compared OMol25 entry of this formula, charge and spin) is 96.3 kcal per mole.